one) Formula: C24H36N12
Source: OMol25
Level of theory: ωB97M-V/def2-TZVPD

Last column: Mulliken charge in e.
Atoms and positions in Å:
C1 0.71 0.54 0.02  -0.29
H1 3.96 3.07 -4.49  0.27
N1 -5.65 0.95 1.93  -0.44
H2 0.02 3.54 6.09  0.35
H3 -2.54 -1.25 -3.78  0.00
C2 -4.52 0.84 -0.41  0.00
C3 4.36 2.37 -3.75  -0.82
N2 -1.34 -0.36 -1.30  0.08
C4 -0.47 2.76 -2.76  -0.54
H4 -0.98 2.65 -3.73  0.39
H5 -2.68 -2.51 -4.94  0.37
H6 -0.86 -0.50 1.74  -0.59
N3 2.62 -5.32 -1.82  -0.41
H7 -2.30 0.35 2.30  0.29
N4 1.63 3.88 -0.61  -0.31
C5 0.80 -3.56 2.12  0.30
N5 -2.80 -4.90 0.75  -0.51
H8 1.43 -2.58 -2.88  0.42
C6 -3.04 -3.17 -1.17  -0.38
H9 2.38 0.54 2.40  -0.21
C7 3.77 -0.32 3.74  0.22
C8 -1.88 -0.63 2.06  0.81
C9 -1.93 -1.42 3.29  0.00
N6 -0.03 2.07 3.29  -0.35
H10 -3.44 0.79 -0.29  -0.42
H11 0.28 3.54 -2.88  0.28
H12 1.22 -0.28 0.52  0.15
C10 0.32 2.44 4.32  0.41
H13 -0.75 -4.89 2.19  0.09
N7 -1.92 -2.03 4.26  -0.48
H14 0.06 1.80 -2.68  -0.03
H15 3.99 1.17 2.34  0.21
C11 -4.08 -0.97 -5.21  0.16
C12 0.75 2.89 5.64  -0.96
H16 5.23 1.90 -4.19  0.34
H17 0.88 -5.59 2.65  0.36
H18 0.35 1.33 0.69  0.28
H19 4.68 2.95 -2.89  0.15
H20 4.33 5.40 -0.08  0.33
H21 -3.89 -2.35 -3.64  0.01
C13 -0.44 0.05 -0.73  -0.32
C14 -1.47 3.01 -1.76  0.48
H22 -3.23 -2.16 -0.81  0.04
H23 0.95 2.03 6.28  0.29
H24 -4.72 1.73 -0.99  0.36
N8 -4.71 -0.32 -5.91  -0.37
H25 -2.47 -1.11 1.28  -0.12
H26 4.66 3.70 0.03  0.26
H27 3.96 4.60 1.45  0.32
C15 3.97 4.48 0.37  -1.01
H28 1.40 1.02 -0.68  0.14
C16 3.22 0.81 3.03  0.05
H29 -2.18 -3.19 -1.82  0.24
H30 -0.02 -4.51 3.75  0.29
N9 4.20 -1.20 4.34  -0.39
C17 -3.28 -1.81 -4.36  -0.20
C18 -2.91 -4.13 -0.08  0.16
C19 -5.14 0.90 0.90  0.27
C20 0.19 -4.75 2.71  -0.65
H31 1.98 -2.30 -1.22  0.08
H32 -4.85 -0.06 -0.93  0.22
N10 1.25 -2.65 1.59  -0.39
H33 2.95 1.61 3.72  0.09
H34 -3.91 -3.50 -1.75  0.41
H35 0.45 -3.11 -1.48  -0.06
H36 1.69 3.44 5.54  0.29
C21 2.65 4.14 -0.18  0.41
N11 2.47 0.74 -3.09  -0.35
C22 1.46 -2.99 -1.87  -0.13
C23 2.13 -4.28 -1.84  0.07
N12 -2.27 3.20 -0.96  -0.51
C24 3.31 1.46 -3.38  0.43

## Properties
LUMO level: -0.358 eV
Highest occupied orbital energy: -11.36 eV
Structure (SMILES): CC#N.CC#N.CC#N.CC#N.CC#N.CC#N.CC#N.CC#N.CC#N.CC#N.CC#N.CC#N



two) Formula: C24H36N12
Source: OMol25
Level of theory: ωB97M-V/def2-TZVPD

Last column: Mulliken charge in e.
Atoms and positions in Å:
H1 -2.98 -9.51 14.06  -0.09
H2 -8.65 -10.66 13.78  -0.22
C1 -5.51 -7.55 7.31  -0.91
H3 -7.52 -7.17 12.88  -0.46
H4 -13.95 -7.35 14.57  0.35
N1 -8.33 -14.89 16.16  -0.43
H5 -10.30 -10.31 13.12  -0.21
C2 -5.98 -9.52 12.49  0.15
H6 -6.66 -12.37 15.54  0.06
H7 -1.56 -8.37 14.31  0.28
C3 -5.59 -12.20 15.36  -0.21
H8 -5.06 -13.08 15.66  0.44
C4 -8.12 -6.74 12.08  0.13
N2 -4.45 -10.25 16.74  -0.55
H9 -2.83 -8.72 15.62  0.28
H10 -3.66 -12.27 10.08  0.20
C5 -10.64 -11.16 10.73  0.38
C6 -2.30 -11.71 11.57  0.46
N3 -4.50 -6.76 13.90  -0.54
H11 -7.02 -7.13 14.94  -0.23
H12 -5.30 -12.03 14.34  -0.05
H13 -5.49 -8.93 10.58  -0.20
C7 -7.37 -7.12 15.97  -0.27
C8 -4.99 -11.09 16.15  0.29
H14 -12.87 -6.10 15.25  0.26
H15 -12.70 -7.81 15.74  0.30
C9 -2.56 -12.23 10.22  -0.79
N4 -7.55 -7.93 9.87  -0.47
H16 -9.61 -9.45 14.61  -0.45
H17 -2.14 -13.26 10.09  0.32
N5 -10.73 -12.28 15.46  -0.43
N6 -6.79 -9.61 13.32  -0.21
H18 -4.15 -9.05 11.72  0.26
H19 -10.01 -13.98 18.56  0.29
H20 -11.11 -14.13 17.37  0.31
H21 -8.21 -13.99 13.88  -0.11
C10 -10.19 -11.44 14.90  0.14
H22 -5.73 -6.73 8.03  0.20
H23 -10.42 -9.10 10.85  -0.10
C11 -3.62 -7.53 14.08  0.46
N7 -10.77 -12.13 11.31  -0.49
C12 -9.69 -10.38 14.02  1.16
N8 -6.33 -12.86 11.78  -0.46
H24 -9.32 -9.93 9.84  0.12
C13 -2.68 -8.57 14.52  -0.33
C14 -7.12 -13.56 12.23  0.38
C15 -4.36 -8.23 7.76  0.52
C16 -12.08 -7.34 13.77  0.53
H25 -6.83 -7.93 16.46  0.22
H26 -7.17 -6.16 16.45  0.37
H27 -7.90 -5.69 12.10  0.40
C17 -12.92 -7.16 14.89  -0.99
N9 -2.20 -11.10 12.54  -0.45
C18 -7.80 -7.29 10.78  0.35
H28 -7.75 -15.39 12.91  0.35
H29 -6.39 -8.09 7.03  0.29
H30 -10.56 -15.58 18.31  0.32
C19 -5.07 -9.50 11.39  0.06
H31 -2.12 -11.56 9.44  0.27
C20 -10.31 -14.63 17.84  -0.88
H32 -9.17 -6.79 12.23  0.08
H33 -11.15 -9.66 9.36  0.37
N10 -11.58 -7.46 12.75  -0.46
C21 -8.79 -7.34 16.00  0.39
H34 -9.07 -14.29 12.40  0.29
C22 -8.10 -14.40 12.90  -0.44
H35 -5.29 -7.00 6.40  0.35
C23 -10.38 -9.85 10.08  -0.20
N11 -9.93 -7.58 16.04  -0.49
C24 -9.18 -14.83 16.93  0.41
H36 -4.94 -10.51 11.01  -0.22
N12 -3.36 -8.62 8.11  -0.43

## Properties
LUMO level: 0.662 eV
Highest occupied orbital energy: -11.08 eV
Structure (SMILES): CC#N.CC#N.CC#N.CC#N.CC#N.CC#N.CC#N.CC#N.CC#N.CC#N.CC#N.CC#N



Stability verdict: one), ahead by 14.0 kJ/mol



one) Formula: C3H3Cl2N
Source: OMol25
Level of theory: ωB97M-V/def2-TZVPD

Last column: Mulliken charge in e.
Atoms and positions in Å:
H1 1.42 -1.86 0.10  0.26
Cl1 -2.23 0.29 0.25  -0.15
C1 -0.91 1.29 0.06  0.32
C2 0.60 -1.16 0.13  -0.37
H2 -1.29 3.18 -0.50  0.25
H3 -0.39 -1.39 0.06  0.20
C3 0.89 0.11 0.18  0.03
N1 -0.62 2.43 -0.23  -0.42
Cl2 2.20 1.28 0.18  -0.12

## Properties
LUMO level: 0.664 eV
Highest occupied orbital energy: -9.01 eV



two) Formula: C3H3Cl2N
Source: OMol25
Level of theory: ωB97M-V/def2-TZVPD

Last column: Mulliken charge in e.
Atoms and positions in Å:
C1 -1.32 -0.48 -1.99  -0.13
C2 0.58 -0.17 1.54  -0.68
H1 0.43 -1.14 1.84  0.32
C3 1.01 -0.13 0.30  0.38
N1 -1.93 0.44 -1.64  -0.14
H2 -2.37 1.17 -1.17  0.29
H3 0.70 0.74 2.16  0.26
Cl1 1.23 -1.66 -0.56  -0.15
Cl2 1.67 1.22 -0.47  -0.15

## Properties
LUMO level: 0.786 eV
Highest occupied orbital energy: -9.71 eV



Stability verdict: two), ahead by 118.6 kJ/mol